# 1
{
  "formula": "C5H8",
  "method": "wB97M-V/def2-TZVPD",
  "symbols": ["C", "C", "C", "C", "C", "H", "H", "H", "H", "H", "H", "H", "H"],
  "positions_angstrom": [[-2.66, 0.47, 0.61], [-2.01, 1.00, -0.37], [-2.00, -0.53, -0.34], [2.82, 0.34, 0.06], [-0.82, -1.23, 0.06], [-3.23, 0.54, 1.51], [-1.62, 1.82, -0.91], [-2.64, -1.05, -1.05], [3.62, 0.49, -0.62], [2.60, -0.63, 0.42], [2.24, 1.18, 0.38], [-0.15, -0.80, 0.77], [-0.57, -2.17, -0.40]],
  "gap_ev": [9.277, 7.487],
  "total_energy_ha": -195.0688,
  "relative_energy_kcal_mol": 140.1,
  "lumo_ha": [0.0164, 0.0091]
}



# 2
{
  "formula": "C57H83F3IN11O5S",
  "method": "wB97M-V/def2-TZVPD",
  "symbols": ["C", "C", "C", "C", "C", "C", "I", "O", "C", "O", "C", "C", "C", "N", "N", "N", "S", "O", "O", "C", "F", "F", "F", "C", "C", "C", "C", "C", "C", "C", "C", "C", "C", "C", "C", "C", "O", "C", "H", "H", "H", "H", "H", "H", "H", "H", "H", "H", "H", "H", "H", "H", "H", "H", "H", "H", "H", "H", "H", "H", "H", "H", "H", "H", "H", "H", "H", "H", "H", "H", "H", "H", "H", "H", "H", "H", "H", "H", "H", "H", "H", "C", "C", "C", "N", "C", "H", "H", "H", "H", "H", "C", "C", "C", "N", "C", "H", "H", "H", "H", "H", "C", "C", "C", "N", "C", "H", "H", "H", "H", "H", "C", "C", "C", "N", "C", "H", "H", "H", "H", "H", "C", "C", "C", "N", "C", "H", "H", "H", "H", "H", "C", "C", "C", "N", "C", "H", "H", "H", "H", "H", "C", "C", "C", "N", "C", "H", "H", "H", "H", "H", "C", "C", "C", "N", "C", "H", "H", "H", "H", "H"],
  "positions_angstrom": [[7.25, -0.38, 5.61], [6.49, -1.22, 5.27], [5.52, -2.17, 4.73], [4.12, -1.52, 4.67], [3.23, -2.14, 3.58], [2.81, -1.19, 2.46], [0.87, -0.34, 3.10], [3.60, -0.01, 2.35], [3.75, 0.34, 1.02], [3.71, 1.45, 0.65], [3.92, -0.99, 0.31], [5.25, -1.67, 0.71], [6.49, -0.74, 0.81], [7.67, -1.63, 0.68], [6.65, -0.03, 2.08], [6.52, 0.23, -0.27], [3.57, -1.11, -1.47], [2.18, -0.89, -1.71], [4.01, -2.41, -1.88], [4.53, 0.08, -2.54], [5.71, -0.41, -2.83], [4.60, 1.30, -2.06], [3.82, 0.12, -3.67], [2.72, -1.72, 0.99], [2.58, -3.21, 0.77], [1.25, -3.73, 1.38], [0.09, -3.35, 0.43], [-1.24, -3.08, 1.15], [-2.40, -3.54, 0.27], [-3.78, -3.33, 0.92], [-4.00, -1.92, 1.49], [-3.84, -0.87, 0.38], [-4.40, 0.50, 0.76], [-3.35, 1.41, 1.46], [-3.80, 1.98, 2.81], [-4.35, 0.95, 3.80], [-3.55, 0.80, 4.97], [-2.29, 0.22, 4.67], [7.86, 0.47, 5.80], [5.50, -3.06, 5.35], [5.88, -2.43, 3.74], [4.23, -0.44, 4.58], [3.67, -1.69, 5.64], [2.34, -2.55, 4.02], [3.76, -3.00, 3.15], [5.14, -2.18, 1.66], [5.50, -2.44, -0.01], [7.42, -2.61, 0.79], [8.29, -1.42, 1.46], [6.11, -0.47, 2.81], [6.24, 0.90, 1.99], [6.95, 1.09, 0.07], [7.15, -0.15, -0.97], [1.83, -1.22, 0.62], [2.54, -3.47, -0.28], [3.40, -3.77, 1.22], [1.07, -3.34, 2.37], [1.31, -4.81, 1.37], [-0.09, -4.17, -0.26], [0.33, -2.48, -0.18], [-1.39, -2.01, 1.30], [-1.28, -3.58, 2.12], [-2.30, -4.59, 0.04], [-2.41, -2.98, -0.66], [-4.01, -4.08, 1.67], [-4.53, -3.46, 0.13], [-3.28, -1.78, 2.29], [-5.00, -1.85, 1.92], [-4.40, -1.22, -0.49], [-2.79, -0.80, 0.13], [-5.30, 0.42, 1.37], [-4.70, 1.01, -0.15], [-2.41, 0.88, 1.57], [-3.16, 2.26, 0.81], [-4.51, 2.80, 2.66], [-2.92, 2.42, 3.27], [-5.34, 1.26, 4.13], [-4.47, -0.04, 3.35], [-1.52, 0.98, 4.82], [-2.11, -0.62, 5.34], [-2.26, -0.17, 3.65], [-3.25, -3.79, -5.39], [-2.55, -2.84, -4.60], [-3.42, -2.38, -3.65], [-4.62, -3.01, -3.84], [-4.52, -3.87, -4.90], [-2.86, -4.34, -6.23], [-1.52, -2.53, -4.71], [-3.29, -1.66, -2.86], [-5.44, -2.86, -3.29], [-5.36, -4.47, -5.21], [0.81, -4.39, -9.54], [1.50, -3.44, -8.75], [0.63, -2.98, -7.80], [-0.57, -3.61, -8.00], [-0.47, -4.47, -9.05], [1.20, -4.95, -10.38], [2.53, -3.14, -8.86], [0.75, -2.27, -7.01], [-1.40, -3.46, -7.45], [-1.31, -5.07, -9.37], [-7.85, 3.42, -1.62], [-7.79, 2.04, -1.95], [-7.95, 1.33, -0.79], [-8.10, 2.23, 0.23], [-8.05, 3.50, -0.26], [-7.76, 4.25, -2.29], [-7.65, 1.62, -2.94], [-7.97, 0.27, -0.61], [-8.23, 1.98, 1.19], [-8.15, 4.35, 0.39], [-4.29, -2.61, 5.26], [-5.07, -3.78, 5.44], [-6.17, -3.43, 6.17], [-6.08, -2.10, 6.45], [-4.94, -1.58, 5.89], [-3.35, -2.53, 4.73], [-4.85, -4.77, 5.07], [-7.00, -4.02, 6.52], [-6.75, -1.57, 6.97], [-4.69, -0.53, 5.99], [-5.21, 5.16, -5.84], [-5.30, 6.50, -6.28], [-6.33, 7.09, -5.60], [-6.87, 6.15, -4.77], [-6.19, 4.97, -4.91], [-4.51, 4.41, -6.18], [-4.67, 6.98, -7.02], [-6.72, 8.09, -5.63], [-7.64, 6.31, -4.15], [-6.47, 4.10, -4.33], [10.39, -5.23, 5.03], [10.41, -3.92, 4.50], [9.36, -3.23, 5.05], [8.71, -4.08, 5.90], [9.33, -5.30, 5.90], [11.07, -6.04, 4.81], [11.11, -3.52, 3.79], [9.03, -2.22, 4.93], [7.90, -3.84, 6.45], [8.96, -6.11, 6.51], [6.93, 4.94, 2.98], [6.27, 4.63, 1.77], [5.42, 3.59, 2.02], [5.55, 3.26, 3.34], [6.47, 4.08, 3.94], [7.67, 5.72, 3.14], [6.40, 5.12, 0.81], [4.74, 3.05, 1.38], [5.04, 2.53, 3.81], [6.71, 3.98, 4.98], [-2.38, 10.78, -8.36], [-3.17, 9.61, -8.18], [-4.24, 9.95, -7.40], [-4.13, 11.28, -7.10], [-3.00, 11.79, -7.68], [-1.47, 10.87, -8.92], [-2.97, 8.63, -8.59], [-5.06, 9.37, -7.04], [-4.77, 11.80, -6.53], [-2.74, 12.83, -7.56]],
  "gap_ev": 7.820,
  "total_energy_ha": -4195.5587,
  "lumo_ha": -0.0081
}



# 3
{
  "formula": "C4H8N4",
  "method": "wB97M-V/def2-TZVPD",
  "symbols": ["C", "C", "C", "C", "H", "H", "H", "H", "H", "H", "H", "H", "N", "N", "N", "N"],
  "positions_angstrom": [[-2.32, 2.27, 0.32], [-0.06, 0.42, -1.41], [0.98, -0.40, -1.10], [2.11, -2.69, 1.19], [-0.78, 2.82, 1.44], [-3.42, 3.59, -0.31], [-3.47, 0.88, 1.09], [-0.59, 0.42, -2.52], [1.73, -0.72, -1.89], [0.77, -0.63, 1.12], [2.77, -3.64, 0.97], [1.77, -2.31, 2.23], [-1.68, 1.91, -0.92], [-0.86, 0.97, -0.42], [1.14, -0.91, 0.13], [1.90, -1.98, 0.07]],
  "gap_ev": 6.681,
  "total_energy_ha": -375.6821,
  "relative_energy_kcal_mol": 355.4,
  "lumo_ha": -0.0494
}



# 4
{
  "formula": "CHNO",
  "method": "wB97M-V/def2-TZVPD",
  "symbols": ["C", "N", "O", "H"],
  "positions_angstrom": [[0.34, 0.15, 0.03], [-0.79, 0.72, 0.02], [-0.90, -0.76, 0.03], [1.36, -0.12, -0.08]],
  "gap_ev": 10.138,
  "total_energy_ha": -168.5318,
  "relative_energy_kcal_mol": 109.4,
  "lumo_ha": 0.0171
}



# 5
{
  "formula": "H18O9",
  "method": "wB97M-V/def2-TZVPD",
  "symbols": ["O", "H", "H", "O", "H", "H", "O", "H", "H", "O", "H", "H", "O", "H", "H", "O", "H", "H", "O", "H", "H", "O", "H", "H", "O", "H", "H"],
  "positions_angstrom": [[-0.07, -0.36, -0.32], [0.00, 0.55, -0.03], [0.82, -0.61, -0.54], [1.85, -1.91, 2.53], [1.32, -2.44, 3.13], [1.65, -2.26, 1.67], [-2.88, 0.59, 0.57], [-2.31, -0.12, 0.28], [-2.96, 0.46, 1.51], [1.49, 2.12, 0.93], [0.95, 2.47, 0.22], [2.38, 2.12, 0.58], [-0.26, 3.05, -0.87], [-0.08, 3.49, -1.71], [-1.21, 3.13, -0.76], [-2.35, -2.69, -1.64], [-1.51, -2.38, -1.29], [-2.77, -3.12, -0.90], [2.22, -1.71, -1.10], [2.57, -1.68, -2.00], [2.92, -1.34, -0.56], [0.91, 0.61, 3.09], [1.17, 1.15, 2.34], [1.22, -0.27, 2.88], [-1.46, 0.47, -2.97], [-2.42, 0.55, -2.93], [-1.21, 0.13, -2.12]],
  "gap_ev": 9.901,
  "total_energy_ha": -687.9541,
  "relative_energy_kcal_mol": 45.0,
  "lumo_ha": -0.0008
}



# 6
{
  "formula": "C10H16F9NO5PS",
  "method": "wB97M-V/def2-TZVPD",
  "symbols": ["C", "C", "O", "O", "C", "C", "P", "C", "C", "C", "C", "C", "F", "F", "C", "F", "F", "S", "F", "F", "F", "F", "F", "H", "H", "H", "H", "H", "H", "H", "H", "H", "H", "H", "H", "H", "H", "H", "H", "N", "O", "O", "O"],
  "positions_angstrom": [[0.24, -3.79, 0.89], [-1.31, -4.13, 0.64], [-1.94, -4.63, 1.58], [-1.79, -3.86, -0.65], [-3.18, -3.46, -0.67], [-3.43, -1.88, -0.66], [-2.16, -0.87, 0.31], [-2.32, 0.97, -0.20], [-0.88, 1.66, -0.14], [0.31, 0.80, -0.76], [1.59, 1.74, -0.95], [2.59, 1.71, 0.32], [1.77, 1.26, 1.40], [3.03, 2.99, 0.70], [3.74, 0.62, 0.20], [4.10, 0.22, 1.51], [3.20, -0.55, -0.38], [5.31, 1.13, -0.67], [4.57, 2.29, -1.59], [4.99, 0.01, -1.88], [6.13, -0.09, 0.13], [5.77, 2.18, 0.51], [6.72, 1.49, -1.46], [0.57, -2.88, 0.30], [0.83, -4.73, 0.60], [0.45, -3.65, 2.01], [-3.60, -3.84, -1.66], [-3.83, -3.91, 0.14], [-4.45, -1.71, -0.17], [-3.51, -1.46, -1.71], [-2.53, -0.96, 1.69], [-3.00, 1.49, 0.56], [-2.75, 1.10, -1.24], [-0.84, 2.69, -0.63], [-0.65, 1.84, 0.97], [0.52, -0.17, -0.21], [-0.03, 0.51, -1.82], [1.26, 2.81, -1.16], [2.18, 1.36, -1.84], [-4.42, 3.93, 1.50], [-3.39, 3.66, 0.85], [-5.19, 3.01, 1.84], [-4.67, 5.11, 1.81]],
  "gap_ev": 5.121,
  "total_charge": -1,
  "total_energy_ha": -2459.7254,
  "relative_energy_kcal_mol": 55.5,
  "lumo_ha": 0.0199
}



# 7
{
  "formula": "C12H20Cl2MoO4",
  "method": "wB97M-V/def2-TZVPD",
  "symbols": ["C", "C", "C", "C", "C", "C", "C", "C", "C", "C", "Mo", "Cl", "Cl", "O", "H", "H", "H", "H", "H", "H", "H", "H", "H", "H", "H", "H", "H", "H", "H", "H", "O", "H", "C", "O", "C", "O", "H", "H", "H"],
  "positions_angstrom": [[1.85, 1.14, 0.40], [1.10, 1.68, -0.73], [0.81, 0.57, -1.62], [0.60, 3.05, -0.87], [1.47, -0.62, -1.09], [2.10, -0.26, 0.15], [2.91, -1.21, 0.99], [2.39, 1.89, 1.58], [-0.14, 0.53, -2.77], [1.42, -2.00, -1.67], [-0.17, 0.25, 0.32], [-2.10, 2.61, -1.05], [-1.34, 1.60, 1.84], [-1.86, -2.22, -0.40], [0.77, 3.63, 0.04], [-0.57, 3.03, -1.07], [1.09, 3.50, -1.74], [-1.02, 1.17, -2.57], [-0.51, -0.49, -2.94], [0.34, 0.89, -3.68], [0.46, -2.17, -2.18], [1.52, -2.75, -0.87], [2.24, -2.17, -2.39], [2.48, -2.21, 0.92], [2.90, -0.90, 2.04], [3.97, -1.26, 0.67], [1.73, 2.72, 1.84], [3.39, 2.29, 1.39], [2.46, 1.24, 2.46], [-1.26, -2.39, 0.41], [-0.25, -1.64, 1.64], [-0.50, -1.20, 2.48], [-4.49, -1.25, 1.81], [-3.21, -1.73, 1.33], [-2.84, -1.39, 0.07], [-3.32, -0.49, -0.58], [-5.19, -2.12, 1.86], [-4.90, -0.48, 1.16], [-4.36, -0.86, 2.82]],
  "multiplicity": 3,
  "gap_ev": [4.580, 4.071],
  "total_charge": -2,
  "total_energy_ha": -1758.7798,
  "relative_energy_kcal_mol": 8.6,
  "lumo_ha": [0.2006, 0.2002]
}



# 8
{
  "formula": "C32H68IN4O8",
  "method": "wB97M-V/def2-TZVPD",
  "symbols": ["C", "C", "C", "C", "O", "C", "C", "C", "O", "I", "C", "N", "C", "N", "C", "C", "C", "N", "C", "C", "N", "H", "H", "H", "H", "H", "H", "H", "H", "H", "H", "H", "H", "H", "H", "H", "H", "H", "H", "H", "H", "C", "C", "C", "O", "H", "H", "H", "H", "H", "H", "H", "H", "C", "C", "C", "O", "H", "H", "H", "H", "H", "H", "H", "H", "C", "C", "C", "O", "H", "H", "H", "H", "H", "H", "H", "H", "C", "C", "C", "O", "H", "H", "H", "H", "H", "H", "H", "H", "C", "C", "C", "O", "H", "H", "H", "H", "H", "H", "H", "H", "C", "C", "C", "O", "H", "H", "H", "H", "H", "H", "H", "H"],
  "positions_angstrom": [[4.09, 2.36, 1.94], [4.06, 0.94, 1.36], [3.21, 0.81, 0.08], [1.95, -0.03, 0.24], [0.77, 0.72, -0.12], [-0.16, 0.91, 0.90], [-0.96, -0.34, 1.18], [-1.84, -0.22, 2.40], [-1.46, -0.28, 3.50], [-3.92, 0.17, 1.96], [0.41, 1.67, 2.12], [0.77, 2.94, 1.38], [-0.34, 3.16, 0.63], [-0.73, 4.32, 0.17], [-1.94, 4.40, -0.62], [-3.16, 4.59, 0.02], [-4.30, 4.61, -0.78], [-4.29, 4.47, -2.10], [-3.10, 4.31, -2.69], [-1.89, 4.27, -2.00], [-1.04, 2.00, 0.39], [5.08, 2.64, 2.26], [3.44, 2.45, 2.81], [3.75, 3.09, 1.22], [3.67, 0.24, 2.10], [5.09, 0.64, 1.18], [3.82, 0.40, -0.73], [2.93, 1.80, -0.26], [1.87, -0.48, 1.22], [2.00, -0.85, -0.47], [-0.31, -1.21, 1.27], [-1.61, -0.53, 0.32], [-0.46, 1.96, 2.70], [1.20, 1.20, 2.68], [0.94, 3.69, 2.04], [-0.17, 5.12, 0.39], [-3.21, 4.70, 1.09], [-5.26, 4.74, -0.30], [-3.09, 4.19, -3.76], [-0.95, 4.13, -2.51], [-1.14, 1.88, -0.62], [-6.86, 0.02, -3.00], [-5.42, 0.17, -3.49], [-4.55, 0.86, -2.45], [-5.40, 0.91, -4.71], [-7.30, 0.99, -2.80], [-7.47, -0.47, -3.76], [-6.90, -0.57, -2.08], [-5.01, -0.81, -3.72], [-4.92, 1.86, -2.24], [-3.53, 0.96, -2.82], [-4.53, 0.29, -1.52], [-5.77, 1.78, -4.53], [-0.82, -1.13, -3.95], [-0.19, 0.21, -4.29], [1.30, 0.08, -4.57], [-0.40, 1.14, -3.22], [-0.35, -1.55, -3.05], [-1.88, -1.01, -3.75], [-0.69, -1.84, -4.76], [-0.69, 0.64, -5.16], [1.82, -0.30, -3.69], [1.73, 1.05, -4.81], [1.49, -0.60, -5.40], [0.03, 0.78, -2.44], [-8.45, -2.10, 3.68], [-7.17, -2.84, 4.04], [-6.60, -2.34, 5.36], [-6.21, -2.68, 3.00], [-8.26, -1.03, 3.56], [-8.84, -2.47, 2.73], [-9.21, -2.23, 4.45], [-7.37, -3.91, 4.11], [-6.35, -1.28, 5.29], [-5.68, -2.88, 5.60], [-7.30, -2.48, 6.18], [-6.02, -1.74, 2.91], [8.58, 2.95, -0.84], [7.96, 1.99, 0.16], [8.79, 0.73, 0.32], [6.63, 1.66, -0.24], [8.64, 2.48, -1.83], [7.98, 3.85, -0.94], [9.59, 3.24, -0.54], [7.87, 2.49, 1.13], [8.86, 0.19, -0.64], [8.34, 0.05, 1.04], [9.81, 0.95, 0.65], [6.68, 1.22, -1.09], [-9.44, -6.22, 2.23], [-9.63, -5.92, 0.75], [-8.49, -6.47, -0.08], [-9.75, -4.52, 0.55], [-8.53, -5.75, 2.60], [-10.27, -5.82, 2.82], [-9.37, -7.30, 2.42], [-10.57, -6.36, 0.41], [-7.54, -6.01, 0.23], [-8.64, -6.25, -1.13], [-8.39, -7.55, 0.04], [-8.93, -4.11, 0.85], [13.59, 0.25, -0.29], [12.96, -0.71, 0.71], [13.80, -1.96, 0.88], [11.64, -1.06, 0.29], [13.68, -0.21, -1.27], [12.98, 1.15, -0.40], [14.59, 0.56, 0.04], [12.84, -0.21, 1.67], [13.89, -2.50, -0.07], [13.34, -2.64, 1.60], [14.81, -1.72, 1.24], [11.71, -1.50, -0.57]],
  "gap_ev": 8.648,
  "total_charge": 1,
  "total_energy_ha": -2378.4734,
  "lumo_ha": -0.0988
}



# 9
{
  "formula": "C5H43N2O14",
  "method": "wB97M-V/def2-TZVPD",
  "symbols": ["N", "C", "C", "C", "N", "C", "C", "H", "H", "H", "H", "H", "H", "H", "H", "H", "H", "H", "H", "H", "H", "H", "H", "H", "O", "H", "H", "O", "H", "H", "O", "H", "H", "O", "H", "H", "O", "H", "H", "O", "H", "H", "O", "H", "H", "O", "H", "H", "O", "H", "H", "O", "H", "H", "O", "H", "H", "O", "H", "H", "O", "H", "H", "O"],
  "positions_angstrom": [[-1.69, -0.42, -1.08], [-0.44, 0.28, -1.63], [-0.67, 0.51, -3.12], [-0.23, 1.44, -0.73], [-0.07, 0.91, 0.68], [-0.35, 1.98, 1.69], [-1.82, 2.28, 1.69], [-1.40, -1.44, -1.13], [-1.79, -0.34, -0.03], [-2.56, -0.20, -1.61], [0.37, -0.45, -1.43], [0.34, 0.62, -3.59], [-1.46, 1.23, -3.39], [-1.03, -0.44, -3.53], [0.64, 2.05, -1.03], [-1.02, 2.20, -0.68], [0.83, 0.50, 0.81], [-0.08, 1.57, 2.72], [0.07, 3.04, 1.60], [-2.48, 1.43, 1.55], [-2.17, 3.09, 1.02], [-2.00, 2.65, 2.75], [-3.52, -1.65, 1.87], [-2.32, -1.02, 2.52], [-2.78, -1.09, 1.65], [2.14, -4.28, 2.63], [1.12, -3.10, 2.56], [1.33, -3.97, 2.21], [-2.02, -3.63, 1.19], [-1.06, -4.69, 1.71], [-1.56, -4.46, 0.92], [3.50, 1.38, -0.42], [2.85, 0.00, -0.73], [3.30, 0.51, -0.06], [-3.96, 1.37, -2.86], [-3.74, 2.73, -2.20], [-3.30, 1.88, -2.31], [-1.83, 3.67, -2.40], [-2.35, 4.78, -1.50], [-2.37, 4.52, -2.41], [0.97, 3.49, -3.47], [1.22, 4.41, -2.28], [1.35, 3.49, -2.58], [0.42, -0.83, 2.23], [1.51, -1.09, 3.21], [0.61, -1.36, 3.03], [3.05, -1.59, -2.52], [2.25, -1.94, -1.30], [2.37, -1.23, -1.96], [-1.03, -3.79, -1.05], [-1.11, -3.37, -2.55], [-1.10, -3.00, -1.65], [-1.75, -0.76, 4.82], [-0.89, -1.65, 3.85], [-1.82, -1.39, 4.10], [3.26, 0.48, 1.63], [3.75, -0.04, 3.08], [2.98, 0.15, 2.52], [1.43, -3.71, -0.84], [1.87, -3.35, 0.66], [2.12, -3.36, -0.29], [3.43, 3.41, -2.04], [2.74, 3.68, -0.65], [3.55, 3.44, -1.08]],
  "multiplicity": 2,
  "gap_ev": [2.119, 9.650],
  "total_energy_ha": -1379.0605,
  "relative_energy_kcal_mol": 0.0,
  "lumo_ha": [0.0003, -0.0014]
}



What did the fourth record say?
{
  "formula": "CHNO",
  "method": "wB97M-V/def2-TZVPD",
  "symbols": ["C", "N", "O", "H"],
  "positions_angstrom": [[0.34, 0.15, 0.03], [-0.79, 0.72, 0.02], [-0.90, -0.76, 0.03], [1.36, -0.12, -0.08]],
  "gap_ev": 10.138,
  "total_energy_ha": -168.5318,
  "relative_energy_kcal_mol": 109.4,
  "lumo_ha": 0.0171
}